[1]
Entry from the Open Molecules 2025 dataset: a cluster of 2 separate species, C3H6FNO in total at a distorted geometry (ωB97M-V with the def2-TZVPD basis set).

CARTESIAN COORDINATES (ANGSTROEM)
C1 -0.50 0.97 1.64
C2 -0.71 -0.12 -1.27
C3 0.49 0.05 -0.40
N1 1.22 -0.95 0.13
O1 0.08 0.76 2.67
F1 1.27 1.08 -0.80
H1 -1.40 1.45 1.52
H2 -0.38 0.13 -2.23
H3 -1.71 0.45 -1.06
H4 -1.04 -1.23 -1.21
H5 1.71 -0.68 0.99
H6 0.98 -1.92 0.02

Its charge is 0. The calculation puts the lowest unoccupied orbital energy (spin up / spin down) at 0.69 / -0.68 eV. Its expectation value of S² is 2.007. As for the orbital gap (spin up / spin down): 6.2 / 10.7 eV. Its spin multiplicity is 3. The value obtained for the molar mass is 91.1 g/mol.

---

[2]
Entry from the Open Molecules 2025 dataset: a cluster of 3 separate species, C3H6FNO2S in total at a distorted geometry (ωB97M-V with the def2-TZVPD basis set).

CARTESIAN COORDINATES (ANGSTROEM)
C1 1.01 1.92 -0.15
C2 -1.48 -1.37 0.99
C3 2.16 1.70 0.49
N1 -0.56 -1.82 0.31
O1 -1.45 0.27 -1.55
O2 -1.45 -1.88 -2.49
F1 1.99 1.11 1.66
S1 -0.66 -0.86 -1.87
H1 0.91 2.30 -1.18
H2 0.17 1.71 0.46
H3 -2.19 -0.58 0.46
H4 -1.73 -1.68 2.07
H5 3.24 1.76 0.18
H6 0.04 -2.59 0.63

Its charge is 0. The calculation puts the lowest unoccupied orbital energy at 0.49 eV. As for the orbital gap: 10.3 eV. The value obtained for the molar mass is 139.2 g/mol.

---

[3]
Entry from the Open Molecules 2025 dataset: a cluster of 2 separate species, C3H6FNOS in total at a distorted geometry (ωB97M-V with the def2-TZVPD basis set).

CARTESIAN COORDINATES (ANGSTROEM)
C1 4.24 0.30 -0.12
C2 0.64 -0.30 1.18
C3 -0.81 0.79 -0.39
N1 0.36 -0.06 -0.02
O1 4.52 0.84 0.91
F1 3.74 1.08 -1.11
S1 4.19 -1.36 -0.48
H1 0.08 0.23 1.97
H2 3.22 -1.32 -1.54
H3 1.50 -0.86 1.34
H4 -1.65 0.08 -0.25
H5 -0.75 1.67 0.33
H6 -0.74 1.13 -1.33

Its charge is 0. The calculation puts the lowest unoccupied orbital energy at 0.48 eV. As for the orbital gap: 10.0 eV. The SMILES is O=C(F)S.C=NC. The value obtained for the molar mass is 123.2 g/mol.

---

Q: Which E_tot values were calculated for the entries above? A: -9457.96424, -22343.48411, -20297.05542, in eV.
Q: Which energy relative to the best compared isomer or geometry (same formula, charge and spin) values were calculated for the entries above? A: 41.8, 13.1, 41.6, in kcal per mole.